C7H13NO in the gas phase, computed with ωB97M-V with the def2-TZVPD basis set.

The geometry in ORCA input format:
```
! wB97M-V def2-TZVPD RIJCOSX def2/J DEFGRID3
* xyz 0 1
C 2.609 -0.407 -0.899
C 1.514 0.163 -0.492
C 0.548 0.837 0.078
C 0.650 2.317 0.328
C -0.800 0.173 0.251
C -0.825 -0.687 1.510
N -1.842 1.135 0.289
O -0.969 -0.701 -1.014
C -0.556 -2.038 -1.076
H 2.817 -0.558 -1.948
H 3.338 -0.789 -0.199
H 0.136 2.883 -0.450
H 0.176 2.566 1.275
H 1.695 2.617 0.331
H -1.747 -1.264 1.555
H -0.782 -0.032 2.377
H 0.031 -1.356 1.530
H -1.899 1.648 -0.583
H -2.737 0.695 0.464
H -1.092 -2.672 -0.358
H -0.784 -2.395 -2.082
H 0.518 -2.135 -0.888
*
```

SMILES	C=C=C(C)[C@@](C)(N)OC
Kohn-Sham gap	9.9	eV
energy above the lowest of the compared OMol25 structures with the same formula, charge and spin	59.13	kcal per mole
highest occupied orbital energy	-8.9	eV

These are the Mulliken partial charges, in e, on atoms 1 to 4:
1 C -0.971
2 C 0.001
3 C 0.576
4 C -1.417


3 unconnected molecules or ions with the total composition C7H13NO, computed with ωB97M-V with the def2-TZVPD basis set.

The geometry in ORCA input format:
```
! wB97M-V def2-TZVPD RIJCOSX def2/J DEFGRID3
* xyz 0 1
C 1.803 0.046 0.270
C -0.744 -1.667 1.161
C 2.290 -0.902 -0.782
C 2.243 1.473 0.143
C -2.958 0.096 -0.326
C -0.479 -0.427 0.460
N -3.652 1.227 -0.625
C -0.546 0.552 -0.271
O -3.520 -0.978 -0.212
H 1.865 -0.338 1.285
H -4.662 1.201 -0.743
H -3.169 2.107 -0.671
H -0.415 1.458 -0.814
H -1.808 -1.900 1.040
H -0.150 -2.485 0.747
H -0.520 -1.571 2.226
H 2.031 -0.552 -1.787
H 3.332 1.566 0.283
H 1.878 -1.906 -0.657
H 3.387 -0.999 -0.760
H 2.029 1.881 -0.851
H 1.766 2.118 0.885
*
```

Kohn-Sham gap (spin up / spin down)	8.0 / 6.7	eV
energy above the lowest of the compared OMol25 structures with the same formula, charge and spin	143.61	kcal per mole
highest occupied orbital energy (spin up / spin down)	-7.1 / -6.3	eV

These are the Mulliken partial charges, in e, on atoms 1 to 4:
1 C 0.029
2 C -1.149
3 C -1.052
4 C -1.373


A molecular structure, C7H13NO, computed with ωB97M-V with the def2-TZVPD basis set.

The geometry in ORCA input format:
```
! wB97M-V def2-TZVPD RIJCOSX def2/J DEFGRID3
* xyz 0 1
C -2.397 0.724 0.008
C 0.314 1.914 -0.868
C -0.956 -1.484 1.033
C 0.046 0.664 -0.143
C 1.761 -0.406 0.092
C -0.687 -0.199 0.385
N 2.195 -0.723 1.367
C 2.371 -0.803 -1.025
O -3.164 -0.168 -0.740
H -2.819 -0.197 -1.640
H 1.993 -0.049 2.089
H 3.117 -1.139 1.456
H -2.819 0.784 1.008
H -2.332 1.721 -0.434
H 1.379 1.951 -1.111
H 0.054 2.783 -0.258
H -0.249 1.962 -1.802
H -0.084 -2.132 0.957
H -1.199 -1.336 2.089
H -1.814 -1.958 0.552
H 1.947 -0.615 -2.003
H 3.344 -1.293 -1.013
*
```

Kohn-Sham gap	8.1	eV
energy above the lowest of the compared OMol25 structures with the same formula, charge and spin	130.90	kcal per mole
highest occupied orbital energy	-7.3	eV

These are the Mulliken partial charges, in e, on atoms 1 to 4:
1 C -0.658
2 C -1.557
3 C -1.442
4 C 0.491


2 unconnected molecules or ions with the total composition C7H13NO2, computed with ωB97M-V with the def2-TZVPD basis set.

The geometry in ORCA input format:
```
! wB97M-V def2-TZVPD RIJCOSX def2/J DEFGRID3
* xyz 0 1
H 2.445 -1.921 0.712
N 2.605 -0.967 1.046
C 1.928 -0.130 0.398
C 1.588 1.275 0.263
C 0.911 0.188 -0.615
C 1.206 0.133 -2.095
H 2.313 1.913 -0.233
H 1.032 1.783 1.043
H -0.016 -0.678 -0.274
H 0.483 0.738 -2.645
H 2.208 0.506 -2.320
H 1.136 -0.891 -2.467
C -1.625 -1.741 1.089
O -1.238 -1.176 -0.157
C -1.387 0.466 -0.472
C -1.614 1.227 0.795
O -1.712 0.727 -1.576
H -0.981 -1.405 1.908
H -1.553 -2.825 0.996
H -2.662 -1.487 1.323
H -0.995 0.873 1.614
H -1.410 2.278 0.597
H -2.663 1.116 1.072
*
```

SMILES	[H]/N=C1/C[C@H]1C.COC(C)=O
Kohn-Sham gap	9.1	eV
energy above the lowest of the compared OMol25 structures with the same formula, charge and spin	131.99	kcal per mole
highest occupied orbital energy	-8.5	eV

These are the Mulliken partial charges, in e, on atoms 1 to 4:
1 H 0.246
2 N -0.805
3 C 0.506
4 C -0.771


3 unconnected molecules or ions with the total composition C7H13NO2, computed with ωB97M-V with the def2-TZVPD basis set.

The geometry in ORCA input format:
```
! wB97M-V def2-TZVPD RIJCOSX def2/J DEFGRID3
* xyz 0 1
C -3.137 -0.658 0.455
C -1.777 -0.515 0.044
C -1.258 0.642 -0.408
C 0.088 0.606 -0.771
C 1.203 0.411 0.173
C 2.299 0.943 -0.434
N 1.936 1.442 -1.668
C 0.657 1.042 -1.919
H -3.284 -0.835 1.571
H -3.606 0.328 0.384
H -3.638 -1.441 -0.005
H -0.894 -1.311 0.173
H -1.848 1.584 -0.566
H 1.132 -0.073 1.132
H 3.255 1.095 -0.100
H 2.297 1.948 -2.426
H 0.066 1.283 -2.844
O -0.626 0.271 2.941
H -0.553 -0.340 3.706
H -0.308 1.108 3.217
O 2.467 -2.750 -1.086
H 2.836 -2.904 -0.232
H 2.692 -1.876 -1.336
*
```

SMILES	C/C=C/c1cc[nH]c1.O.O
Kohn-Sham gap	8.4	eV
energy above the lowest of the compared OMol25 structures with the same formula, charge and spin	78.44	kcal per mole
highest occupied orbital energy	-7.7	eV

These are the Mulliken partial charges, in e, on atoms 1 to 4:
1 C -1.187
2 C 0.291
3 C -0.578
4 C 0.466


C7H13NOS2 in the gas phase, computed with ωB97M-V with the def2-TZVPD basis set.

The geometry in ORCA input format:
```
! wB97M-V def2-TZVPD RIJCOSX def2/J DEFGRID3
* xyz 0 1
C -2.287 -0.113 -2.975
C -1.661 -0.788 -0.439
C -0.805 0.350 -0.315
C -0.630 0.918 1.171
C -0.231 -0.209 2.169
C 1.260 -0.707 2.012
C 2.879 1.231 1.499
H -3.083 -0.329 -3.939
H -3.044 0.582 -2.313
H -1.327 0.421 -3.313
H -2.628 -0.296 -0.333
H -1.537 -1.454 0.428
H 0.280 0.245 -0.584
H -1.077 1.234 -0.805
H -1.536 1.353 1.661
H 0.117 1.748 1.050
H -0.867 -1.053 2.392
H -0.114 0.378 3.044
H 1.368 -1.472 1.149
H 1.681 -1.449 2.804
N 2.091 0.361 1.661
O -3.091 -2.486 -1.820
S -1.789 -1.701 -2.017
S 3.708 2.537 0.952
*
```

Kohn-Sham gap	9.5	eV
energy above the lowest of the compared OMol25 structures with the same formula, charge and spin	67.76	kcal per mole
highest occupied orbital energy	-9.1	eV

These are the Mulliken partial charges, in e, on atoms 1 to 4:
1 C -0.810
2 C -0.747
3 C -0.408
4 C -0.795


2 unconnected molecules or ions with the total composition C7H13NP, computed with ωB97M-V with the def2-TZVPD basis set.

The geometry in ORCA input format:
```
! wB97M-V def2-TZVPD RIJCOSX def2/J DEFGRID3
* xyz 1 3
C -2.307 -0.767 1.073
C 1.921 -0.671 -0.227
C 2.731 0.432 -0.376
C -1.327 0.479 -0.550
C 2.571 -2.008 0.005
C -3.694 0.762 -0.202
C 1.965 1.696 -0.383
N -2.394 0.119 0.080
P 1.264 0.596 1.105
H -3.116 -1.106 1.634
H -1.351 -1.139 1.270
H 0.959 -0.774 -0.880
H 3.760 0.349 0.012
H -1.228 1.495 -0.895
H 3.061 -2.371 -0.882
H 3.392 -1.740 0.762
H 1.761 -2.730 0.415
H -3.580 1.833 0.331
H -4.385 0.218 0.410
H -3.974 0.880 -1.314
H 1.438 1.939 -1.283
H 2.529 2.511 -0.106
*
```

<S²>	2.037
Kohn-Sham gap (spin up / spin down)	7.9 / 5.7	eV
energy above the lowest of the compared OMol25 structures with the same formula, charge and spin	27.92	kcal per mole
highest occupied orbital energy (spin up / spin down)	-11.7 / -11.6	eV

These are the Mulliken partial charges, in e, on atoms 1 to 4:
1 C -0.314
2 C 0.402
3 C -0.392
4 C -0.427


A gas-phase ion, C7H13O (charge -1), computed with ωB97M-V with the def2-TZVPD basis set.

The geometry in ORCA input format:
```
! wB97M-V def2-TZVPD RIJCOSX def2/J DEFGRID3
* xyz -1 1
C -0.614 -1.869 -0.088
C -0.817 -0.680 -0.672
C -2.207 -0.107 -0.904
C -2.574 0.821 0.259
C 0.370 0.145 -1.183
C 1.128 0.824 -0.016
C 2.176 0.007 0.721
O 2.633 0.689 1.750
H -1.236 -2.502 0.491
H 0.362 -2.394 -0.133
H -2.139 0.416 -1.981
H -2.986 -0.865 -0.973
H -1.800 1.663 0.523
H -3.417 1.384 -0.144
H -2.744 0.414 1.145
H 1.049 -0.627 -1.505
H 0.327 0.782 -1.948
H 1.544 1.699 -0.193
H 0.344 1.038 0.900
H 1.740 -1.081 1.084
H 3.112 -0.285 0.032
*
```

SMILES	C=C(CC)CCC[O-]
Kohn-Sham gap	5.5	eV
energy above the lowest of the compared OMol25 structures with the same formula, charge and spin	54.42	kcal per mole
highest occupied orbital energy	-2.0	eV

These are the Mulliken partial charges, in e, on atoms 1 to 4:
1 C -1.061
2 C 0.528
3 C -0.500
4 C -1.172


2 unconnected molecules or ions with the total composition C7H13O, computed with ωB97M-V with the def2-TZVPD basis set.

The geometry in ORCA input format:
```
! wB97M-V def2-TZVPD RIJCOSX def2/J DEFGRID3
* xyz -2 2
C -2.938 -0.127 -0.335
O -3.092 -0.880 0.763
C -1.621 0.729 -0.275
C -0.357 -0.117 -0.314
C 0.855 0.628 0.272
C 2.485 -0.301 -1.338
C 2.262 0.051 -0.011
C 3.158 0.038 1.053
H -2.973 -0.642 -1.328
H -3.711 0.713 -0.421
H -1.646 1.496 -1.061
H -1.720 1.226 0.696
H -0.463 -1.124 0.093
H -0.171 -0.425 -1.350
H 0.706 0.533 1.354
H 0.766 1.662 -0.075
H 3.512 -0.573 -1.594
H 1.802 -0.076 -2.144
H -1.382 -0.562 1.664
H 2.804 0.286 2.048
H 4.122 -0.463 1.004
*
```

<S²>	0.756
Kohn-Sham gap (spin up / spin down)	5.2 / 5.2	eV
energy above the lowest of the compared OMol25 structures with the same formula, charge and spin	62.12	kcal per mole
highest occupied orbital energy (spin up / spin down)	1.7 / 1.7	eV

These are the Mulliken partial charges, in e, on atoms 1 to 4:
1 C -0.470
2 O -0.792
3 C -0.949
4 C -0.834


A gas-phase ion, C7H13O (charge -2), computed with ωB97M-V with the def2-TZVPD basis set.

The geometry in ORCA input format:
```
! wB97M-V def2-TZVPD RIJCOSX def2/J DEFGRID3
* xyz -2 2
C -1.920 2.585 0.228
O -1.789 3.893 -0.071
C -0.806 1.650 -0.310
C -0.944 0.222 0.297
C 0.274 -0.663 0.200
C 0.850 -0.961 -0.967
C 2.052 -1.809 -1.227
C 0.673 -1.470 1.422
H -1.943 2.397 1.342
H -2.891 2.126 -0.126
H -0.877 1.585 -1.399
H 0.174 2.012 -0.011
H -1.793 -0.299 -0.170
H -1.253 0.380 1.328
H 0.441 -0.489 -1.852
H 2.980 -1.247 -0.997
H 2.224 -2.700 -0.628
H 2.179 -2.109 -2.270
H 0.076 -2.388 1.513
H 0.578 -0.935 2.372
H 1.715 -1.782 1.327
*
```

<S²>	0.750
Kohn-Sham gap (spin up / spin down)	2.8 / 6.6	eV
energy above the lowest of the compared OMol25 structures with the same formula, charge and spin	2.36	kcal per mole
highest occupied orbital energy (spin up / spin down)	3.5 / 0.0	eV

These are the Mulliken partial charges, in e, on atoms 1 to 4:
1 C -0.450
2 O -0.920
3 C -0.356
4 C -1.357


2 unconnected molecules or ions with the total composition C7H13O3P, computed with ωB97M-V with the def2-TZVPD basis set.

The geometry in ORCA input format:
```
! wB97M-V def2-TZVPD RIJCOSX def2/J DEFGRID3
* xyz 0 1
C 1.573 -1.336 -0.590
C 1.004 0.644 0.242
C 2.335 -0.118 -0.021
C -0.920 -0.983 0.153
C 0.283 -0.663 -0.075
C -1.781 -2.102 0.042
C 0.614 1.860 -0.692
O 3.118 -0.448 1.179
O 0.961 3.038 -0.033
O -0.796 1.888 -0.984
P -3.787 1.014 0.437
H 1.522 -1.295 -1.631
H 1.913 -2.178 -0.082
H 0.896 1.020 1.356
H 2.955 0.428 -0.796
H -4.551 1.460 1.505
H -2.854 -1.697 0.156
H -1.433 -2.863 0.659
H -1.568 -2.672 -0.961
H 1.128 1.676 -1.729
H 2.866 -1.363 1.496
H 0.433 3.049 0.801
H -0.978 1.227 -1.662
H -2.933 0.412 1.230
*
```

Kohn-Sham gap (spin up / spin down)	7.1 / 8.6	eV
energy above the lowest of the compared OMol25 structures with the same formula, charge and spin	150.46	kcal per mole
highest occupied orbital energy (spin up / spin down)	-8.3 / -8.8	eV

These are the Mulliken partial charges, in e, on atoms 1 to 4:
1 C -0.878
2 C 0.852
3 C -0.233
4 C 0.789


C7H13O4PS in the gas phase, computed with ωB97M-V with the def2-TZVPD basis set.

The geometry in ORCA input format:
```
! wB97M-V def2-TZVPD RIJCOSX def2/J DEFGRID3
* xyz 0 1
C 1.691 -2.776 -3.648
C 1.519 -1.832 -2.910
C 1.295 -0.627 -2.126
S -0.088 -0.748 -0.800
P 0.009 1.284 -0.162
O 1.294 1.723 -0.703
O -1.159 2.119 -0.919
C -2.333 2.518 -0.095
O 0.001 1.407 1.517
C 0.693 0.435 2.324
C -0.026 0.264 3.644
O 0.499 -0.983 4.192
C -0.573 -1.633 4.853
H 2.107 -3.558 -4.182
H 1.079 0.196 -2.869
H 2.292 -0.391 -1.614
H -2.126 2.858 0.928
H -2.967 3.261 -0.627
H -2.902 1.587 -0.057
H 0.612 -0.474 1.800
H 1.726 0.620 2.477
H -1.106 0.196 3.413
H 0.302 1.125 4.275
H -1.045 -0.874 5.483
H -0.031 -2.502 5.459
H -1.374 -2.003 4.143
*
```

SMILES	C#CCS[P@@](=O)(OC)OCCOC
Kohn-Sham gap	9.9	eV
energy above the lowest of the compared OMol25 structures with the same formula, charge and spin	68.42	kcal per mole
highest occupied orbital energy	-9.6	eV

These are the Mulliken partial charges, in e, on atoms 1 to 4:
1 C -0.098
2 C -0.642
3 C -0.252
4 S -0.189